Entry 1:
{
  "formula": "C4H6O2",
  "method": "the ωB97M-V functional and the def2-TZVPD basis",
  "relative_energy_kcal_mol": 39.49,
  "e_lumo_ev": 0.733,
  "charge": 0,
  "homo_lumo_gap_ha": 0.3850,
  "largest_force_ev_per_a": 0.5,
  "elements": ["O", "C", "C", "C", "C", "O", "H", "H", "H", "H", "H", "H"],
  "positions_angstrom": [[1.99166, -0.52231, 1.93228], [1.21091, 0.04460, 1.20354], [0.46837, -0.64171, 0.11584], [0.13639, 0.14929, -1.13774], [-0.95384, -0.27625, -0.22343], [-1.54657, 0.73156, 0.53952], [1.02928, 1.13454, 1.28980], [0.73936, -1.68751, 0.00063], [0.31454, -0.29675, -2.11092], [0.31987, 1.21825, -1.06003], [-1.61343, -1.10435, -0.48671], [-2.09653, 1.25064, -0.06278]],
  "forces_ev_per_a": [[-0.314, 0.245, -0.277], [0.138, -0.122, 0.119], [0.108, -0.149, 0.134], [0.020, 0.118, -0.162], [0.061, -0.225, -0.143], [-0.240, 0.093, -0.018], [-0.007, -0.100, 0.057], [-0.070, 0.162, -0.004], [-0.124, 0.010, 0.191], [0.181, -0.147, -0.132], [0.178, 0.154, 0.003], [0.067, -0.040, 0.233]]
}

---

Entry 2:
{
  "formula": "C3H8N2O",
  "method": "the ωB97M-V functional and the def2-TZVPD basis",
  "relative_energy_kcal_mol": 33.36,
  "e_lumo_ev": [-4.518, -8.466],
  "charge": 1,
  "homo_lumo_gap_ha": [0.3267, 0.1816],
  "spin_multiplicity": 2,
  "largest_force_ev_per_a": 3.4,
  "elements": ["C", "C", "N", "H", "H", "H", "H", "H", "C", "N", "O", "H", "H", "H"],
  "positions_angstrom": [[2.23190, 0.67329, 1.40804], [1.44158, 0.89994, 0.32974], [1.15160, 0.00385, -0.61974], [2.68085, -0.36372, 1.61031], [2.54030, 1.57143, 1.91674], [1.18363, 1.95021, 0.18236], [0.28228, 0.22868, -1.04002], [1.80197, -0.77706, -0.66075], [-2.58806, -0.75848, -0.01256], [-2.06392, -0.44455, -1.22170], [-2.94729, -1.90364, 0.21154], [-2.50161, -0.06701, 0.85405], [-1.40519, 0.29189, -1.35842], [-1.80802, -1.30482, -1.59958]],
  "forces_ev_per_a": [[2.129, -1.938, 0.618], [-0.051, 0.532, -1.556], [1.369, 1.621, 2.643], [-0.779, 1.791, 0.024], [0.153, -0.267, 0.691], [-1.008, -0.389, -0.089], [-0.313, -0.832, -1.636], [-1.081, -0.630, -0.528], [0.225, -1.766, 2.392], [-0.063, 1.040, 0.173], [-0.086, 1.212, -0.315], [-0.411, 0.430, -0.761], [-0.476, 0.711, -0.018], [0.392, -1.515, -1.638]]
}

---

Entry 3:
{
  "formula": "C20H32BClF3N3OPS2",
  "method": "the ωB97M-V functional and the def2-TZVPD basis",
  "e_lumo_ev": -4.090,
  "charge": 1,
  "homo_lumo_gap_ha": 0.2215,
  "largest_force_ev_per_a": 6.1,
  "elements": ["C", "C", "C", "Cl", "C", "C", "P", "S", "C", "C", "F", "F", "F", "C", "B", "C", "O", "C", "N", "S", "N", "C", "H", "H", "H", "H", "H", "H", "H", "H", "H", "H", "H", "H", "C", "C", "C", "C", "N", "C", "C", "C", "C", "C", "H", "H", "H", "H", "H", "H", "H", "H", "H", "H", "H", "H", "H", "H", "H", "H", "H", "H", "H", "H"],
  "positions_angstrom": [[-0.91652, 0.97523, 0.80879], [0.49670, 1.82172, 0.74791], [1.84352, 0.83394, 0.65460], [1.65515, -0.54079, -0.59285], [3.24901, 1.70197, 0.47883], [3.61662, 2.58594, -0.89331], [2.33658, 2.49050, -2.29788], [3.19669, 1.51595, -3.79723], [5.00098, 3.49121, -1.04721], [5.43104, 4.41298, -2.30865], [6.71738, 3.87488, -2.89470], [4.50387, 4.51338, -3.44513], [5.76010, 5.84679, -1.95439], [6.02707, 3.40188, 0.27130], [7.49474, 4.15594, 0.37169], [7.55841, 5.47547, 1.40404], [8.70238, 3.77368, -0.40053], [5.63576, 2.51271, 1.63320], [6.44583, 2.32957, 2.89987], [5.56791, 1.27783, 4.03569], [4.08631, 0.92322, 3.11630], [4.25751, 1.65341, 1.79853], [-1.03673, 0.16479, -0.02653], [-1.83309, 1.72949, 0.68113], [-1.01526, 0.55429, 1.90897], [0.59812, 2.34972, 1.81404], [0.51205, 2.69036, -0.03718], [1.86271, 0.28433, 1.71512], [1.08428, 1.86869, -1.97273], [2.07415, 3.83028, -2.84205], [7.08036, 6.42299, 0.90497], [6.84734, 5.17648, 2.30952], [8.63543, 5.64707, 1.82768], [9.38454, 4.50387, -0.23538], [-7.61282, -3.71892, 0.76546], [-7.09332, -3.81086, -0.65949], [-5.71858, -4.47811, -0.81943], [-4.59622, -4.04761, 0.13094], [-3.86718, -2.72881, -0.22911], [-3.01958, -2.28179, 0.98709], [-1.69003, -2.96176, 0.77883], [-1.46326, -2.82367, -0.71099], [-2.83494, -2.96281, -1.35746], [-4.81404, -1.60428, -0.60328], [-6.92941, -3.17681, 1.42358], [-8.56550, -3.18286, 0.78347], [-7.78084, -4.71833, 1.18710], [-7.09485, -2.81061, -1.09815], [-7.81881, -4.38185, -1.25258], [-5.39365, -4.38573, -1.86371], [-5.87437, -5.55301, -0.65303], [-3.82081, -4.82405, 0.14305], [-4.95950, -3.95346, 1.15943], [-2.91046, -1.19445, 0.94019], [-3.52815, -2.55813, 1.91473], [-1.74053, -4.01738, 1.06759], [-0.89438, -2.49027, 1.36394], [-0.75699, -3.57026, -1.08930], [-1.04528, -1.83590, -0.93682], [-2.99435, -3.95841, -1.78355], [-2.98246, -2.20980, -2.14054], [-5.55421, -1.49355, 0.19346], [-5.27171, -1.83786, -1.56697], [-4.23474, -0.67842, -0.71088]],
  "forces_ev_per_a": [[-0.423, 1.082, 0.355], [0.217, -0.061, 0.889], [-0.062, 1.250, 1.624], [0.229, 1.219, 0.830], [1.566, 1.436, -0.871], [0.615, -0.578, 4.459], [1.965, -0.268, -2.228], [-0.539, 0.165, 0.821], [0.383, -2.096, 4.863], [1.958, 1.040, -2.313], [-4.245, 1.799, 1.989], [2.745, -0.429, 4.084], [-1.153, -4.733, -0.784], [-2.838, -1.523, -1.649], [2.177, 1.003, -0.787], [-0.788, -0.915, 0.567], [-2.401, 2.196, 2.289], [-1.198, -1.799, 2.125], [-3.900, -0.777, -2.743], [-1.339, 2.080, -5.502], [3.118, 3.467, -3.886], [1.064, 0.507, -0.132], [0.502, 1.462, 1.716], [2.078, -1.524, 0.264], [0.200, 0.463, -2.407], [-0.093, -1.080, -2.371], [-0.125, -1.927, 1.391], [0.365, 1.213, -2.510], [0.718, 0.739, 0.555], [-0.095, -0.883, 1.354], [1.105, -1.725, 0.932], [1.540, 0.849, -1.710], [-2.061, -0.052, -0.894], [-1.358, -1.600, -0.280], [-0.130, -0.186, 0.124], [-0.171, 0.241, -0.187], [-0.117, -0.011, -0.083], [0.118, 0.084, -0.164], [0.032, 0.282, 0.264], [-0.256, -0.211, -0.158], [0.189, -0.265, 0.344], [0.562, 0.105, -0.369], [-0.250, 0.019, -0.037], [0.339, -0.379, -0.008], [-0.059, -0.013, 0.050], [0.104, -0.119, 0.025], [0.070, 0.224, 0.013], [-0.005, -0.076, -0.021], [0.237, 0.055, 0.039], [0.050, -0.061, 0.133], [0.264, 0.174, 0.050], [-0.070, 0.337, -0.027], [0.024, 0.182, -0.266], [-0.098, -0.165, -0.087], [-0.048, 0.094, -0.266], [0.011, 0.150, 0.046], [-0.169, -0.077, -0.075], [-0.167, 0.194, 0.007], [-0.021, -0.206, 0.037], [-0.162, 0.258, 0.154], [-0.165, -0.267, 0.239], [0.076, -0.023, -0.229], [-0.044, 0.003, 0.310], [-0.074, -0.342, 0.100]]
}